30
Properties=species:S:1:pos:R:3 method="wB97M-V/def2-TZVPD" max_force_ha_per_bohr=0.09452 orbital_gap_ev=9.798 total_charge=+1 e_tot_ev=-18883.973
C -1.60475 -2.63217 -0.10405
C 0.77143 1.32115 0.54919
C -2.50168 1.90517 -0.22873
C -4.11303 0.06636 -0.61203
C 3.99129 0.13985 0.46792
C -0.00452 -0.90497 0.27072
N -1.23466 -1.24015 0.25441
N 0.53975 0.13310 0.87883
N -3.12628 0.69994 0.29004
Si 5.68141 -0.01494 -0.47947
H -2.51365 -2.77355 0.27597
H -1.71392 -2.70028 -1.14736
H -0.80708 -3.39975 0.36828
H 1.15122 1.92408 1.40856
H 3.26949 0.67544 -0.14670
H 0.78702 1.82040 -0.38984
H -3.21598 2.79892 -0.58288
H -1.71963 2.36988 0.57337
H -2.03122 1.73021 -1.20816
H -4.59331 0.66392 -1.36158
H -3.68629 -0.82549 -1.16118
H -4.86235 -0.28718 -0.04756
H 4.21917 0.74826 1.36587
H 3.78144 -0.79826 1.01536
H -1.92755 -0.35967 0.54535
H 0.81536 -1.75865 0.02561
H -3.70850 0.79836 1.10499
H 6.09397 -1.27443 -1.37026
H 6.55820 -0.01646 0.67004
H 5.70466 1.19096 -1.22472

29
Properties=species:S:1:pos:R:3 method="wB97M-V/def2-TZVPD" max_force_ha_per_bohr=0.11645 orbital_gap_ev=9.503 total_charge=+1 e_tot_ev=-21072.608
C -2.63411 -0.70732 0.39118
C -3.11766 -1.94782 0.27674
C 0.57655 5.22185 0.79820
C 1.75657 -0.98026 -1.00483
C -1.25984 -0.18880 0.14813
C 2.25219 0.67279 0.82189
C 0.46550 0.95006 -1.13740
N 2.50887 -1.95424 -0.56812
N -0.78943 0.43163 1.15913
N -0.79156 0.14106 -1.01166
N -2.50036 -3.07867 -0.23335
N 1.52660 0.25742 -0.38910
O 0.15254 5.09636 1.82467
O 0.99071 5.19208 -0.29087
O 0.98663 -1.32039 -1.96048
H -3.24543 0.10225 0.57445
H -4.22205 -2.14350 0.54233
H 1.78580 0.12228 1.67152
H 3.25995 0.34013 0.80690
H 2.33739 1.74759 0.88876
H 0.68216 0.78865 -2.17941
H 0.22740 2.00221 -0.94812
H 3.22855 -1.91503 0.10152
H 2.63886 -2.68529 -1.36409
H -1.05581 0.13599 2.09795
H 0.02724 1.04747 1.24134
H -1.56744 -3.10989 -0.28248
H -3.07503 -3.92054 -0.05532
H -1.14481 -0.29807 -1.91947

9
Properties=species:S:1:pos:R:3 method="wB97M-V/def2-TZVPD" spin_multiplicity=3 max_force_ha_per_bohr=0.07359 orbital_gap_ev="7.911 / 7.976" total_charge=0 e_tot_ev=-12761.333
C 1.68770 0.74116 -0.00042
C 0.61632 -0.05706 0.17233
C -1.79866 -0.63410 -0.11439
N -0.59217 0.44515 -0.02747
I -3.76364 -0.04206 0.04441
H 2.64376 0.57461 0.30830
H 1.69790 1.74756 -0.46886
H 0.91582 -1.12833 0.57002
H -1.40703 -1.64692 -0.48393

83
Properties=species:S:1:pos:R:3 method="wB97M-V/def2-TZVPD" max_force_ha_per_bohr=0.16353 orbital_gap_ev=9.717 total_charge=0 e_tot_ev=-69112.032
C 0.66129 -6.39409 -2.92835
C -0.50372 -5.47737 -3.01366
O -1.66287 -6.18576 -2.70564
C -2.53555 -5.56593 -1.78709
C -3.40781 -4.56208 -2.46456
O -3.62089 -3.33110 -1.80492
C -4.08146 -3.44281 -0.46799
C -4.86585 -2.21787 -0.17094
O -4.38431 -1.25326 0.75865
C -3.23555 -0.56321 0.55032
O -2.43089 -0.73418 1.75905
P -0.97147 -0.31657 1.78932
O -0.65525 0.27648 2.98373
O -0.69319 0.73713 0.68818
O -0.63811 0.20945 -0.67745
C 0.65227 0.52663 -1.15185
C 1.40645 -0.68248 -1.41907
C 2.71868 -0.38938 -2.01889
O 0.61593 -1.49747 -2.20309
O -0.10043 -1.57284 1.52534
P -0.01404 -2.59033 2.90827
O -0.85391 -3.86728 2.42701
O 1.45142 -3.16307 2.62760
H 0.71020 -6.95214 -3.81854
H 1.56962 -5.88816 -2.74343
H 0.44968 -7.08176 -2.16901
H -0.38679 -4.62306 -2.40457
H -0.58395 -5.12980 -4.00739
H -3.11504 -6.33293 -1.36891
H -1.98759 -5.11767 -1.01230
H -4.35489 -4.98423 -2.71312
H -2.92993 -4.32765 -3.36175
H -3.24374 -3.49432 0.17355
H -4.67827 -4.31242 -0.35260
H -5.76749 -2.52984 0.26210
H -5.11115 -1.75299 -1.07841
H -3.45975 0.46320 0.50993
H -2.74098 -0.83517 -0.34998
H 0.49601 1.00722 -2.07291
H 1.15814 1.16893 -0.48798
H 1.57275 -1.15997 -0.48437
H 3.37867 -0.13461 -1.24875
H 2.67972 0.36470 -2.74718
H 3.09809 -1.28206 -2.43249
H 1.15248 -1.83993 -2.91423
H -0.30156 -4.50215 1.95831
H 1.74615 -2.94290 1.73485
C -2.66678 5.43058 0.61430
C -1.62687 4.31856 0.55100
C -0.19071 4.84939 0.49407
C 0.07407 5.60967 -0.72275
N 0.28517 6.20169 -1.67960
H -2.63861 6.05702 -0.27764
H -3.66928 5.00972 0.69124
H -2.49498 6.06047 1.48370
H -1.81960 3.68187 -0.31378
H -1.72244 3.68695 1.43504
H 0.51050 4.01468 0.53807
H 0.00998 5.47880 1.35987
C -3.40176 6.41126 5.81169
C -2.09609 5.62336 5.80281
C -0.88817 6.47504 5.39346
C -0.99609 6.95858 4.02166
N -1.08360 7.34075 2.94572
H -3.64889 6.78277 4.81701
H -4.22372 5.77975 6.14231
H -3.34060 7.26431 6.48860
H -2.18821 4.76953 5.13213
H -1.90912 5.22425 6.79921
H 0.02534 5.88727 5.48213
H -0.78149 7.32742 6.06385
C 7.03981 -0.18450 -1.47760
C 7.99413 -1.17249 -2.14002
C 7.74868 -1.31974 -3.64623
C 6.43280 -1.87828 -3.93663
N 5.39705 -2.30956 -4.16231
H 6.00475 -0.51765 -1.56047
H 7.27153 -0.08279 -0.41920
H 7.11780 0.80275 -1.93414
H 7.90729 -2.14512 -1.65661
H 9.01987 -0.83569 -1.99286
H 8.50524 -1.97085 -4.08334
H 7.84189 -0.35266 -4.13944

22
Properties=species:S:1:pos:R:3 method="wB97M-V/def2-TZVPD" max_force_ha_per_bohr=0.07335 orbital_gap_ev="7.999 / 7.706" total_charge=0 e_tot_ev=-18315.656
C 0.24344 -1.02566 -0.33468
C 2.27805 1.54825 -2.51477
C 1.88075 0.08848 -4.94368
C -0.02459 0.21917 -0.58539
C -0.76476 0.37310 4.03220
C -2.43483 -1.06321 2.84260
C -1.91366 0.24544 3.34665
S 1.36145 0.34639 -3.41420
H 0.96843 -1.34897 0.36254
H -0.02059 -1.81512 -1.03530
H 2.13464 1.44585 -1.44314
H 3.26541 1.71394 -3.05487
H 1.23713 -0.56508 -5.45084
H 2.57538 0.68383 -5.54314
H 0.23534 1.09322 0.05247
H -0.38969 1.35332 4.27454
H -0.07587 -0.44002 4.20595
H -0.67712 0.36469 -1.54143
H -1.71000 -1.45942 2.08089
H -3.44273 -1.03754 2.29704
H -2.47408 -1.87607 3.62236
H -2.25210 1.15542 2.74419

41
Properties=species:S:1:pos:R:3 method="wB97M-V/def2-TZVPD" max_force_ha_per_bohr=0.11114 orbital_gap_ev=1.380 total_charge=+3 e_tot_ev=-37213.036
Al 1.17913 -0.53239 0.37801
C 3.29559 4.53367 -2.74807
O 3.01132 3.68164 -1.97631
N 2.37751 5.43346 -2.89788
N 4.40639 4.71742 -3.42324
H 1.53982 5.41269 -2.33404
H 2.77231 6.22469 -3.38593
H 5.14075 4.02498 -3.45923
H 4.51666 5.62131 -3.86018
C -2.26482 -5.09078 -2.45438
O -1.62933 -4.09695 -2.20339
N -1.93216 -5.84966 -3.42385
N -3.32773 -5.37173 -1.74415
H -1.11706 -5.61078 -3.97036
H -2.34387 -6.75316 -3.60905
H -3.92656 -5.99064 -2.27185
H -3.61298 -4.77235 -0.98292
C 3.41170 -6.54027 -0.64690
O 3.19336 -5.34456 -0.44283
N 3.61367 -7.45011 0.24909
N 3.46234 -7.09065 -1.80773
H 3.89321 -8.37044 -0.05903
H 3.51598 -7.16494 1.21306
H 3.45981 -8.10006 -1.84206
H 3.22617 -6.57302 -2.64224
C -2.47398 4.72935 0.43490
O -1.51461 3.98448 0.33671
N -2.53710 5.93758 0.93372
N -3.65292 4.43580 0.01538
H -3.45870 6.25830 1.19424
H -1.71563 6.25820 1.42616
H -4.20129 5.28268 0.06205
H -3.93633 3.52364 -0.31284
C -1.28188 2.22823 5.49843
O -0.84518 1.48447 4.68368
N -2.52059 2.12678 5.92618
N -0.73582 3.30138 5.96140
H -2.65207 2.63132 6.79120
H -2.95168 1.33171 5.47659
H -1.45397 3.84371 6.41993
H 0.07051 3.69502 5.49774

15
Properties=species:S:1:pos:R:3 method="wB97M-V/def2-TZVPD" max_force_ha_per_bohr=0.15054 orbital_gap_ev=9.006 total_charge=0 e_tot_ev=-13931.157
C -1.21775 1.73151 0.40934
C -0.39905 0.38347 0.33098
C 0.15876 -0.36706 1.48365
C 1.44252 -1.78653 0.12101
C 0.79227 -1.31366 -0.87270
C -0.21498 -0.40512 -0.85925
H -2.61718 2.48784 -0.49171
H 0.06257 -0.31098 2.67089
H 2.08727 -2.72438 0.01918
H 2.68063 -1.65987 -2.10745
H -0.56377 -0.02353 -1.69669
N 0.90783 -1.57219 1.35971
O -1.73088 1.98290 -0.72594
O -1.12923 2.47428 1.42484
O 1.43825 -1.48460 -2.14769

114
Properties=species:S:1:pos:R:3 method="wB97M-V/def2-TZVPD" max_force_ha_per_bohr=0.01288 orbital_gap_ev=7.126 total_charge=0 e_tot_ev=-245957.399
Bi 0.37730 -0.18125 -0.54713
C 6.76891 3.28733 3.19943
C 5.86167 2.15331 2.80199
C 6.01214 0.88497 3.35651
C 5.20116 -0.16419 2.96340
C 4.22047 0.06152 2.00923
C 4.04501 1.31912 1.44285
C 4.86499 2.35582 1.84844
S 3.27630 -1.30508 1.42477
O 4.07223 -2.48703 1.56300
O 2.84417 -0.96095 0.07208
N 1.97868 -1.38450 2.44958
C 1.79446 -0.29973 3.42183
C 1.17513 0.95150 2.78867
O 1.22502 2.01663 3.37408
O 0.58342 0.73507 1.64501
H 7.49391 2.97491 3.95085
H 6.19293 4.12370 3.60157
H 7.31807 3.65687 2.33083
H 6.77842 0.71590 4.10428
H 5.32719 -1.15707 3.38047
H 3.27503 1.48167 0.70132
H 4.73042 3.34220 1.41839
H 2.71597 -0.04101 3.92293
H 1.11469 -0.66210 4.19413
Se -1.82862 2.65015 -7.53345
P -2.98478 2.15155 -5.85719
C -4.18159 0.80241 -6.10012
C -4.30397 0.22378 -7.35646
C -5.17753 -0.84136 -7.55032
C -5.93084 -1.32560 -6.49133
C -5.80466 -0.75257 -5.23024
C -4.92669 0.30198 -5.03302
C -3.95830 3.59083 -5.34503
C -5.33671 3.63948 -5.54120
C -6.03873 4.80489 -5.25818
C -5.36614 5.92363 -4.78797
C -3.98904 5.88098 -4.60241
C -3.28267 4.72120 -4.88582
C -2.01573 1.53623 -4.44360
C -1.64934 1.79345 -3.10949
N -0.69395 0.88316 -2.80822
N -0.52082 0.08676 -3.84352
N -1.29971 0.45815 -4.83772
P -2.02614 2.83923 -1.71025
Se -0.93247 2.14280 0.08864
C -1.49707 4.51299 -2.12862
C -2.31343 5.62263 -1.94028
C -1.84381 6.88518 -2.28184
C -0.57246 7.03535 -2.81521
C 0.24520 5.92495 -3.00122
C -0.21268 4.66540 -2.65388
C -3.78497 2.93240 -1.29199
C -4.78327 2.66719 -2.21872
C -6.11956 2.72996 -1.84870
C -6.46170 3.06781 -0.54777
C -5.46818 3.35078 0.38318
C -4.13211 3.27509 0.01975
H -3.70365 0.60994 -8.17170
H -5.26172 -1.29562 -8.52990
H -6.61479 -2.15239 -6.64306
H -6.38775 -1.13111 -4.39899
H -4.81609 0.72173 -4.03827
H -5.86039 2.76702 -5.91277
H -7.11056 4.83946 -5.41420
H -5.91311 6.83582 -4.57942
H -3.45893 6.75765 -4.25052
H -2.20471 4.69377 -4.76433
H -3.31373 5.50549 -1.54294
H -2.47731 7.75115 -2.13292
H -0.21661 8.02016 -3.09419
H 1.23882 6.04399 -3.41538
H 0.41608 3.79295 -2.80101
H -4.51762 2.43247 -3.23393
H -6.88863 2.51493 -2.58223
H -7.50466 3.11043 -0.25529
H -5.73660 3.61927 1.39895
H -3.35499 3.47772 0.74563
C -3.14850 -4.51109 1.11463
C -3.87876 -3.22783 0.74482
N -2.95898 -2.18655 0.26497
C -2.69852 -1.09649 1.21606
C -3.78749 -0.03618 1.15464
C -2.42474 -2.19433 -0.96202
C -2.86744 -3.22224 -1.97446
N -1.50338 -1.35093 -1.33255
H -3.85657 -5.25810 1.48169
H -2.40820 -4.31742 1.89543
H -2.62272 -4.92835 0.25420
H -4.36801 -2.81988 1.62658
H -4.66642 -3.41495 0.01984
H -1.73445 -0.65562 1.00808
H -2.63312 -1.53818 2.21176
H -3.80207 0.42919 0.16647
H -3.60094 0.74579 1.89410
H -4.77215 -0.47070 1.34893
H -3.83201 -3.67035 -1.76533
H -2.11683 -4.01550 -2.01611
H -2.90656 -2.75185 -2.95554
H -1.26920 -1.47628 -2.31460
S 0.61440 -3.79942 2.64624
C 0.66788 -2.03470 2.08941
N 0.29058 -2.07120 0.70557
C 0.77292 -3.24326 0.10575
C 0.98984 -3.46924 -1.25337
C 1.47363 -4.70252 -1.67999
C 1.72889 -5.72111 -0.77513
C 1.49349 -5.51766 0.58319
C 1.00849 -4.29382 1.00456
H -0.05822 -1.48439 2.67664
H 0.81627 -2.68716 -1.98863
H 1.66787 -4.85532 -2.73437
H 2.12379 -6.66950 -1.12015
H 1.69068 -6.30320 1.30388

16
Properties=species:S:1:pos:R:3 method="wB97M-V/def2-TZVPD" max_force_ha_per_bohr=0.02696 orbital_gap_ev=10.732 total_charge=0 e_tot_ev=-7393.394
C -0.79914 -0.56893 -1.49409
C 0.05247 0.22960 -0.55121
O 0.75223 1.24682 -1.22471
C 0.99870 -0.64232 0.31800
C 0.16962 -0.15909 1.51933
C -0.71149 0.82171 0.73544
H -1.27780 -1.38106 -0.93472
H -0.20517 -1.00717 -2.30357
H -1.56678 0.09502 -1.88782
H 1.51716 1.46074 -0.67101
H 1.00187 -1.72686 0.11267
H 2.06204 -0.34900 0.32153
H 0.73528 0.32325 2.30151
H -0.47762 -0.96939 1.84817
H -0.49929 1.89644 0.82139
H -1.75198 0.72931 1.10770

48
Properties=species:S:1:pos:R:3 method="wB97M-V/def2-TZVPD" max_force_ha_per_bohr=0.04102 orbital_gap_ev=8.954 total_charge=0 e_tot_ev=-27111.128
C 1.40676 -1.40421 2.28994
C 1.02143 -2.01169 0.92424
C 0.01449 -1.12949 0.13684
C 0.57878 0.29814 -0.20472
N -0.44432 1.34297 -0.40783
N -0.23256 -1.73307 -1.20528
C 0.15228 -3.15427 -1.50001
H 1.01426 -1.99548 3.10835
H 2.44449 -1.20963 2.50358
H 0.81793 -0.47152 2.33157
H 0.48553 -2.97323 1.06736
H 1.81447 -2.21759 0.23351
H -0.92711 -1.06285 0.72054
H 1.18023 0.09200 -1.09624
H 1.03131 0.65180 0.73887
H -0.06764 2.28057 -0.27212
H -0.96129 1.25062 -1.26815
H -1.25291 -1.70239 -1.35749
H 1.24739 -3.27194 -1.49152
H -0.46737 -3.77689 -0.84647
H -0.13844 -3.18689 -2.53976
O 3.54651 2.45525 0.46876
H 3.61058 1.61151 0.00985
H 2.61019 2.52362 0.69880
O -2.60843 0.30126 -2.37628
H -1.83942 -0.08746 -2.81201
H -3.20996 -0.45519 -2.31854
O -0.23598 2.60746 3.55337
H -0.96032 2.02978 3.26306
H 0.48823 2.12539 3.95982
O -3.05081 0.51978 1.25456
H -3.58302 1.17330 0.73580
H -2.14871 0.69703 0.90175
O 2.97089 0.08234 -3.08338
H 2.76194 0.41361 -3.96050
H 2.55917 -0.78822 -3.04306
O -4.15212 2.14419 -0.58945
H -4.15278 1.34329 -1.14826
H -3.35512 2.45574 -1.06285
O -3.43489 -1.32415 -0.56301
H -4.34328 -1.40213 -0.23665
H -3.08231 -0.59960 0.04963
O 0.62074 3.36994 1.01632
H 1.23950 3.85880 1.57422
H -0.06758 3.13679 1.66652
O 3.47555 -0.79778 0.33417
H 3.30998 -0.75722 -0.61366
H 4.31373 -1.25229 0.45580

17
Properties=species:S:1:pos:R:3 method="wB97M-V/def2-TZVPD" max_force_ha_per_bohr=0.05461 orbital_gap_ev=9.420 total_charge=0 e_tot_ev=-8888.180
C 0.15143 -0.98313 1.75425
C 1.26688 -0.27242 1.42237
C 0.77905 0.35567 0.09461
N 0.89611 1.01467 -1.25263
C -0.13646 0.13423 -1.86591
C -1.16733 -0.06456 -0.83564
C -1.09260 -0.69747 0.84400
C -0.71793 0.64652 0.37976
H -0.01530 -1.92876 2.43435
H 2.26397 -0.40219 1.83884
H 0.63707 -0.60781 -0.39762
H 1.72476 0.83985 -1.76245
H 0.25677 -0.88661 -2.16313
H -0.55771 0.56117 -2.76186
H -2.17325 -0.05626 -1.12504
H -2.01902 -1.05091 1.22396
H -0.88840 1.71571 0.72067

19
Properties=species:S:1:pos:R:3 method="wB97M-V/def2-TZVPD" max_force_ha_per_bohr=0.07089 orbital_gap_ev="6.230 / 6.229" total_charge=-2 e_tot_ev=-22808.889
C -0.45187 -1.73801 -0.61112
C 1.81249 -0.64278 -0.90742
C -0.46496 0.47776 -1.61979
C -1.79400 0.39160 1.93499
C 0.31281 -0.44583 -0.75146
O 0.25979 -2.69376 -0.35134
O 0.68990 0.51233 2.77443
O -1.65403 -1.79835 -1.02111
O 0.01224 2.37777 1.25912
P -0.04680 0.94809 1.56145
H 1.94826 -1.53438 -0.21310
H 2.42630 0.26186 -0.63571
H 2.06192 -1.09073 -1.85958
H -1.41249 0.74900 -1.05610
H -0.61875 0.07205 -2.73755
H 0.14548 1.40809 -1.83451
H -1.94047 -0.69622 1.62933
H -2.29260 0.74030 2.91436
H -2.45007 0.82418 1.04217